Record 1
A cluster of 8 separate species, C48H40ClN2O15 in total in a non-equilibrium geometry. Source: the Open Molecules 2025 dataset; level of theory: ωB97M-V/def2-TZVPD.

Structure (XYZ):
```
106
Properties=species:S:1:pos:R:3:forces:R:3
O 2.757091 -0.614116 3.453474 -0.2303 4.5724 0.0099
C 2.670349 0.629859 3.413533 0.4669 -4.0639 -0.5513
Cl 2.054646 1.481714 4.900491 0.6461 -0.2707 -1.6387
C 3.092467 1.355852 2.063586 0.1905 0.1793 -0.2594
C 4.610851 1.011846 1.605185 -2.1671 -0.8396 -0.8888
C 4.683441 1.354260 0.036767 -0.5195 -0.3239 0.2158
N 6.060466 1.428165 -0.542329 0.4209 0.8777 0.5801
C 7.132116 1.447157 0.496250 -0.8406 0.9025 0.6654
C 6.653281 2.497432 1.652849 1.4156 0.0943 -1.1504
N 5.627640 1.724459 2.466283 1.0985 0.1936 0.1742
H 2.428774 0.910042 1.231914 0.8081 0.5994 1.5297
H 2.900763 2.483354 2.055197 0.4113 -1.4946 0.1964
H 4.792590 -0.106816 1.720337 -0.2667 1.5301 0.0776
H 4.145496 0.488173 -0.501971 0.5325 1.4010 1.0201
H 4.109196 2.327773 -0.132580 0.7920 -1.3373 0.1384
H 6.113324 2.343863 -1.011762 0.0039 -0.6757 0.1020
H 7.224676 0.380217 0.900150 0.1451 1.5171 -0.2630
H 8.138555 1.801821 0.101414 -1.4734 -0.6240 0.2607
H 6.151171 3.442919 1.198829 0.8373 -1.7897 0.7639
H 7.556229 2.798818 2.295434 -1.6492 -0.4899 -0.5644
H 5.211301 2.354271 3.175767 0.0817 -0.6143 -0.3276
H 6.180109 0.985412 2.949050 -0.6303 0.7752 0.1507
C 3.200996 5.625194 -1.455869 0.0017 0.1179 -0.1350
C 2.245640 6.507435 -1.744127 0.2737 -0.2144 -0.1400
C 1.646220 7.358667 -0.695199 -0.3530 0.2645 -0.1918
O 0.772250 8.161074 -0.956443 0.1904 -0.2634 0.1059
C 2.149707 7.195331 0.685175 0.1682 -0.1171 0.3021
C 3.105209 6.312156 0.972270 -0.0968 0.0918 0.0747
C 3.702030 5.461373 -0.077626 -0.1459 0.1008 -0.1287
O 4.578220 4.651205 0.185859 0.0211 -0.1402 0.0943
H 3.649587 4.992304 -2.211347 0.0009 -0.0037 0.0202
H 1.865880 6.639710 -2.749485 -0.0232 0.0157 0.0357
H 1.700601 7.827221 1.441240 -0.0129 0.0133 -0.0341
H 3.484667 6.177997 1.977923 0.0147 0.0093 -0.0126
C 6.846016 -2.769367 5.536851 -0.3221 0.1683 -0.1284
C 6.362763 -1.531496 5.425775 -0.0323 -0.1894 -0.0729
C 7.199998 -0.351620 5.730174 -0.0113 0.0530 0.1256
O 6.757013 0.782088 5.630334 0.0025 -0.0693 -0.3949
C 8.592515 -0.595403 6.160683 0.1775 -0.0864 0.0779
C 9.076598 -1.833092 6.272014 0.0707 0.3467 0.0190
C 8.239944 -3.014034 5.967624 0.2541 -0.5206 0.1027
O 8.679864 -4.141072 6.066546 -0.1581 0.3495 -0.0582
H 6.247303 -3.644951 5.318938 0.0342 -0.0157 0.0232
H 5.344309 -1.334701 5.111170 -0.0356 0.0022 0.0495
H 9.190773 0.280481 6.378731 -0.0371 0.0097 0.0113
H 10.093999 -2.029486 6.586670 -0.0266 -0.0379 -0.0068
C -2.681271 3.008666 0.607634 0.2710 -0.1393 0.0062
C -1.376534 3.085691 0.343472 -0.1853 -0.1896 0.1614
C -0.797185 4.275489 -0.313307 0.0761 0.0012 -0.0297
O 0.395036 4.342906 -0.555856 -0.0703 0.0626 0.0906
C -1.717011 5.378144 -0.665063 -0.1859 0.1352 -0.0436
C -3.021948 5.301672 -0.401054 0.2363 0.1887 -0.1187
C -3.602575 4.110865 0.256171 -0.4438 -0.0103 0.0783
O -4.791608 4.040253 0.499135 0.2614 -0.0276 -0.0929
H -3.123458 2.144299 1.087540 -0.0330 0.0250 0.0079
H -0.687812 2.288467 0.594373 0.0299 0.0348 -0.0491
H -1.274398 6.242553 -1.145098 0.0074 0.0084 0.0058
H -3.710102 6.099218 -0.652384 -0.0154 -0.0311 0.0194
C -0.468139 -0.463737 -1.523420 -0.0653 -0.0428 -0.0513
C -0.969003 -1.548589 -2.115671 0.0148 0.3555 -0.1665
C -0.860906 -2.883210 -1.487472 -0.2168 -0.3317 -0.2324
O -1.314745 -3.873163 -2.026180 0.1686 0.2133 0.2249
C -0.178109 -2.967364 -0.177959 0.1760 0.0689 0.2887
C 0.322066 -1.881837 0.412864 0.0214 -0.1978 0.0438
C 0.213391 -0.548840 -0.215877 -0.0843 -0.0448 -0.0918
O 0.669788 0.446837 0.326712 -0.0048 -0.1315 -0.0656
H -0.537461 0.521112 -1.968678 0.0111 0.0033 0.0134
H -1.472871 -1.504046 -3.074054 -0.0693 -0.0866 0.0203
H -0.108573 -3.951611 0.268131 -0.0298 0.0023 -0.0172
H 0.825541 -1.925419 1.371390 -0.0082 0.0242 0.0099
C -9.676748 0.783385 -1.177799 -0.2564 0.1845 -0.0747
C -10.173984 2.015854 -1.288007 -0.0636 -0.3369 -0.0322
C -9.348051 3.205491 -0.989127 -0.1798 0.4025 -0.0326
O -9.800946 4.329688 -1.087437 0.1199 -0.2786 0.0156
C -7.950179 2.975605 -0.565224 0.2861 -0.1196 0.0746
C -7.453405 1.743406 -0.455121 0.0354 0.2883 0.0091
C -8.278764 0.553970 -0.753868 0.1556 -0.3751 0.0419
O -7.824941 -0.570953 -0.655451 -0.0855 0.2447 -0.0302
H -10.267043 -0.098791 -1.391809 0.0396 -0.0151 0.0135
H -11.194948 2.201503 -1.597745 0.0224 0.0402 0.0114
H -7.359034 3.857323 -0.350950 -0.0078 -0.0066 0.0161
H -6.432400 1.558209 -0.145296 -0.0215 -0.0022 0.0095
C -4.364030 -3.114037 -6.420691 -0.1378 -0.0767 -0.2275
C -4.864892 -4.199327 -7.011906 0.0533 0.3599 -0.0188
C -4.757045 -5.533850 -6.383541 -0.1743 -0.4476 -0.2009
O -5.211642 -6.523590 -6.922549 0.1095 0.2903 0.1281
C -4.073990 -5.617090 -5.074665 0.1468 0.1060 0.2569
C -3.573265 -4.531722 -4.483650 -0.0515 -0.2793 0.0827
C -3.681434 -3.198192 -5.111987 0.0918 0.1535 0.1390
O -3.226134 -2.205485 -4.571709 -0.0242 -0.0849 -0.0997
H -4.433417 -2.129622 -6.866474 0.0143 0.0051 0.0327
H -5.368385 -4.155196 -7.969666 0.0024 -0.0446 0.0169
H -4.003931 -6.601556 -4.627838 -0.0294 -0.0418 -0.0596
H -3.069662 -4.575849 -3.525955 0.0278 0.0656 -0.0339
C -2.815724 -7.434282 -0.007963 0.1515 -0.1899 -0.2185
C -2.865657 -8.177153 -1.113838 0.2115 0.0928 0.2617
C -4.085362 -8.230035 -1.948007 -0.0532 -0.2627 -0.3273
O -4.131854 -8.908669 -2.956214 0.0446 0.2214 0.2049
C -5.246515 -7.426171 -1.509301 -0.1555 0.2237 0.1927
C -5.196416 -6.682979 -0.402933 -0.1735 -0.0893 -0.2602
C -3.976381 -6.630395 0.430883 -0.0065 0.2364 0.3574
O -3.928511 -5.951116 1.439059 0.0318 -0.1300 -0.2452
H -1.931251 -7.384529 0.614718 -0.0321 0.0148 0.0252
H -2.024411 -8.770767 -1.449619 -0.0425 -0.0126 -0.0324
H -6.130935 -7.475855 -2.132256 0.0243 -0.0350 -0.0188
H -6.037455 -6.089066 -0.067165 0.0367 0.0046 0.0306
```
Positions in Å, forces in eV/Å.

Calculated values
LUMO energy: -3.98 eV
relative energy (zero: lowest compared OMol25 entry of this formula, charge and spin): 170.3 kJ/mol
DFT total energy: -3550.888456 Eh
charge: +1

=====

Record 2
A cluster of 8 separate species, C48H40N8O16 in total in a non-equilibrium geometry. Source: the Open Molecules 2025 dataset; level of theory: ωB97M-V/def2-TZVPD.

Structure (XYZ):
```
112
Properties=species:S:1:pos:R:3:forces:R:3
O -12.962660 6.286570 12.456460 0.6527 0.2552 0.9201
N -13.921020 6.930770 12.134000 -1.7736 -1.3941 -2.8209
O -14.793590 6.424900 11.344570 1.5716 2.2665 2.1478
C -14.041140 8.349180 12.587930 -0.1714 0.1493 -0.8073
C -13.466330 8.744880 13.772460 -0.7757 0.1840 1.4890
C -13.784160 10.012420 14.315740 0.9328 -1.0458 -1.8474
C -14.516340 10.908960 13.527420 0.8899 -0.6094 2.4178
C -15.029730 10.521430 12.317450 0.3517 0.3423 -0.3950
C -14.720440 9.268730 11.795880 -1.0458 -0.1797 0.1106
H -12.944480 8.025830 14.386490 0.2084 -0.0734 -0.1231
H -13.309070 10.287670 15.245750 -0.2666 0.1535 0.0971
H -14.624000 11.850100 14.046140 -0.6214 0.4550 -0.6989
H -15.633630 11.256810 11.806650 0.0038 -0.2393 -0.5065
H -15.124590 8.993860 10.832810 0.0368 -0.2506 0.0146
O -5.207090 17.139920 15.286350 -1.1378 0.6407 0.2221
N -6.205870 17.726410 14.865810 1.4865 -0.5273 -1.7809
O -7.171410 18.085660 15.485130 -0.1269 -0.0179 0.3672
C -6.168560 17.984830 13.387320 -0.9000 0.8828 -3.1562
C -4.938700 18.029000 12.649030 -1.5366 0.4471 1.8312
C -4.959030 18.369840 11.311980 0.7866 0.7613 -0.2534
C -6.094880 18.684740 10.591390 0.3649 -0.9143 0.3222
C -7.297890 18.588060 11.242830 -0.7123 0.5941 0.9593
C -7.367700 18.310920 12.614910 1.8646 -0.5016 1.5308
H -4.012100 18.047020 13.203550 0.1085 -0.5237 -0.0715
H -4.031240 18.626070 10.822130 0.3539 -0.4605 0.0756
H -5.976230 18.959220 9.553610 -0.3046 0.1381 -0.0147
H -8.200200 18.926010 10.754930 -0.1767 -0.2419 -0.0733
H -8.305280 18.430990 13.137340 -0.0823 -0.2649 0.0349
O -6.246460 21.086230 4.094270 0.7065 0.4398 -0.0263
N -7.274230 20.532460 3.800320 -1.1720 -0.0558 1.2222
O -8.303570 20.641620 4.462740 0.2634 -0.2525 -0.7609
C -7.262600 19.649830 2.647840 -0.8060 -1.5744 -0.5823
C -6.065550 19.516050 1.975370 0.5047 0.0203 0.1240
C -5.997380 18.696560 0.871640 -2.0194 -0.3916 -0.8192
C -7.191010 18.014790 0.468240 2.4817 -0.2160 -0.6606
C -8.315020 18.018190 1.229930 -1.1900 0.0825 0.3482
C -8.376940 18.834060 2.311350 0.9540 2.5556 1.9651
H -5.183180 20.012470 2.351380 -0.0827 0.2246 -0.1185
H -5.114780 18.681380 0.249390 0.0551 -0.2466 0.0952
H -7.170670 17.411950 -0.427630 0.1094 -0.0304 -0.1309
H -9.241230 17.491840 1.052470 0.2633 -0.4026 -0.6549
H -9.266360 18.959600 2.910990 -0.0689 -0.1694 0.0168
O -12.570370 24.030190 14.856180 -0.3170 0.9778 0.9708
N -11.539580 23.415970 15.038450 -0.5437 0.8986 -0.6482
O -11.286650 22.457150 14.394340 1.1453 -2.8756 -1.2514
C -10.523780 23.869640 15.947630 -0.2944 3.4693 2.8431
C -10.871710 25.056410 16.736670 -0.2434 -2.4867 -1.4886
C -10.027220 25.484910 17.719920 -1.0489 0.2688 -0.3396
C -8.860850 24.808940 17.930010 1.7331 -0.1737 -0.1656
C -8.404290 23.780010 17.093850 -1.4781 0.4784 1.0869
C -9.302640 23.256530 16.149450 0.3687 -0.3755 -0.1061
H -11.872180 25.452600 16.644530 0.1032 0.1842 -0.3279
H -10.347120 26.322220 18.322400 0.1920 -0.0226 0.2269
H -8.259820 25.141130 18.763560 0.3435 -0.1136 -0.0033
H -7.462920 23.337990 17.385100 -0.0049 -0.3391 -0.5227
H -9.072300 22.329310 15.645850 0.0477 0.0851 -0.2915
O -23.654530 8.896210 6.595940 0.7773 2.2721 0.9593
N -23.110370 9.983650 6.889090 0.3904 -0.5915 -2.4130
O -23.054400 10.961090 6.112530 -0.4779 -1.7315 1.7897
C -22.293250 10.055470 8.124960 0.3188 -0.4297 -0.3221
C -22.082760 8.919980 8.885990 -1.0821 -0.4550 -0.0660
C -21.317460 8.983750 10.033340 0.4938 0.6531 0.5160
C -20.667450 10.173730 10.378880 -0.2916 0.7582 -0.1673
C -20.908070 11.326450 9.639880 0.4092 -1.0633 -1.6984
C -21.617820 11.193920 8.435990 -0.1865 2.1064 1.0163
H -22.616330 8.052340 8.526960 0.1089 -0.3519 0.4030
H -21.207660 8.208240 10.776940 -0.0740 -0.6259 -0.5622
H -19.964440 10.210990 11.197890 -0.2006 -0.1183 0.3006
H -20.427110 12.290480 9.715570 0.2090 -0.1252 0.7955
H -21.669030 12.120820 7.884050 -0.3848 -0.2945 -0.5453
O -8.728880 14.057280 6.907430 0.4150 -0.0361 -0.2942
N -7.887220 14.179430 6.038780 0.4669 0.4686 -0.7922
O -7.299610 15.223280 5.749990 -0.6365 -0.9425 0.3393
C -7.534420 12.990330 5.222540 1.4049 -1.9300 -1.0423
C -7.654220 11.699360 5.778760 -0.5269 0.2320 0.8281
C -7.280040 10.511600 5.145580 1.4342 0.8320 -1.5529
C -6.675030 10.637000 3.889660 -0.6692 1.3242 -1.2671
C -6.519140 11.903540 3.287480 -0.6774 -0.0744 1.0253
C -6.885090 13.064160 3.951610 -0.4281 0.4247 1.1585
H -8.025470 11.599130 6.787980 -0.2467 0.2570 0.0869
H -7.263260 9.512180 5.554570 -0.5663 0.2294 0.5812
H -6.428940 9.859130 3.182020 0.1217 -0.7623 0.6827
H -6.181710 12.033580 2.269820 0.3529 -0.3249 0.0318
H -6.598620 13.991800 3.478510 -0.4526 0.3214 0.2111
O -23.084730 12.395250 19.821090 -0.1611 -3.9376 0.4888
N -23.228030 13.473550 19.377450 1.6073 1.7108 -0.1432
O -23.466420 14.410290 20.099840 -0.8786 1.6552 -0.5429
C -22.773710 13.676390 17.992210 1.1750 0.8190 -2.6614
C -22.395060 12.612580 17.134710 -1.0182 0.2125 0.9552
C -21.948760 12.836890 15.824180 -0.2391 0.8436 1.1080
C -21.689840 14.155030 15.439940 0.1312 0.0563 0.3673
C -21.980300 15.241160 16.285380 0.4271 -1.4269 -0.6110
C -22.541410 14.981530 17.518220 -1.2519 0.0133 0.9087
H -22.542240 11.624110 17.544170 0.0544 -0.2360 -0.2460
H -21.816530 12.010520 15.141520 0.2420 -0.0341 0.0983
H -21.192200 14.345660 14.500570 -0.1928 0.0228 -0.2229
H -21.715570 16.230180 15.941630 -0.2671 0.1420 0.2162
H -22.945850 15.791880 18.106560 0.3767 0.1630 0.2787
O -16.452790 17.605870 12.541440 2.1654 0.4929 -0.8278
N -16.164410 17.153080 11.429210 -0.9840 0.4120 1.1197
O -16.975720 16.476140 10.870350 -0.5853 -1.5337 -1.6573
C -14.936890 17.451800 10.634070 1.2028 1.3363 -0.3300
C -14.306850 18.684280 10.834650 0.1530 0.5892 0.9499
C -13.277630 19.132670 10.031380 -0.2429 -1.3037 -0.3595
C -12.837600 18.293310 9.005910 1.3043 1.9299 0.4921
C -13.387940 17.078750 8.764180 -1.9520 -0.5307 0.1736
C -14.483340 16.678830 9.554060 -0.6042 -0.3298 0.4985
H -14.507370 19.361140 11.652010 -0.7849 -0.3180 0.2516
H -12.818520 20.095070 10.202840 -0.0119 -0.0309 0.0443
H -11.988970 18.684250 8.464250 0.0033 -0.2884 -0.5456
H -13.180390 16.547610 7.847010 0.3539 -0.3501 0.2539
H -15.012910 15.765230 9.327600 -0.0072 -0.0857 -0.0516
```
Positions in Å, forces in eV/Å.

Calculated values
SMILES string: O=[N+]([O-])c1ccccc1.O=[N+]([O-])c1ccccc1.O=[N+]([O-])c1ccccc1.O=[N+]([O-])c1ccccc1.O=[N+]([O-])c1ccccc1.O=[N+]([O-])c1ccccc1.O=[N+]([O-])c1ccccc1.O=[N+]([O-])c1ccccc1
LUMO energy: -0.82 eV
relative energy (zero: lowest compared OMol25 entry of this formula, charge and spin): 461.3 kJ/mol
DFT total energy: -3494.102471 Eh
charge: 0